Entry 1:
# C56H88BF7N2O14S2

A cluster of 8 separate species, C56H88BF7N2O14S2 in total in a non-equilibrium geometry (ωB97M-V with the def2-TZVPD basis set, the OMol25 dataset).

The geometry in ORCA input format:
```
! RIJCOSX wB97M-V def2-TZVPD def2/J DEFGRID3
* xyz 0 1
C -8.811 -1.819 -4.171
C -8.821 -1.714 -5.752
O -7.504 -1.740 -6.345
B -7.056 -0.419 -6.664
O -6.911 -0.088 -8.009
C -6.727 0.542 -5.427
C -7.498 1.717 -5.030
C -7.178 2.553 -3.848
C -8.047 3.799 -3.483
C -6.021 2.173 -3.050
C -5.169 1.017 -3.418
C -5.532 0.222 -4.595
N -3.994 0.646 -2.661
C -4.238 0.586 -1.235
C -3.713 -0.616 -0.533
O -3.044 -1.639 -1.211
C -1.644 -1.520 -1.100
O -1.086 -2.307 -0.383
C -0.784 -0.491 -1.863
C -0.126 -0.760 -3.151
C 0.719 0.242 -3.822
C 0.960 1.567 -3.225
C 0.286 1.855 -1.946
C -0.548 0.859 -1.296
C -3.940 -0.684 0.908
C -4.656 0.369 1.649
C -4.826 0.084 3.185
C -6.007 -1.001 3.345
C -5.444 -2.330 3.978
N -4.665 -3.145 3.023
C -3.743 -4.092 3.737
C -2.458 -3.242 4.083
C -1.465 -2.908 3.039
C -0.324 -2.074 3.458
C -0.198 -1.618 4.845
C -1.170 -1.985 5.879
C -2.317 -2.803 5.481
O -3.236 -3.144 6.491
C -5.160 1.595 0.973
S -5.993 2.895 1.894
O -6.847 3.779 1.112
O -6.852 2.235 2.892
C -4.835 3.974 2.893
F -4.252 3.291 3.946
F -5.661 4.909 3.501
C -3.789 4.813 2.052
F -3.148 5.646 2.970
F -4.459 5.658 1.205
C -2.641 3.973 1.346
F -2.434 2.741 1.870
F -1.457 4.671 1.544
F -2.803 3.957 -0.018
C -4.930 1.660 -0.500
S -5.489 3.057 -1.534
H -9.546 -2.583 -3.780
H -9.098 -0.845 -3.690
H -7.800 -2.111 -3.765
H -9.288 -0.713 -5.997
H -9.466 -2.561 -6.121
H -7.446 -0.725 -8.524
H -8.381 2.004 -5.653
H -9.111 3.462 -3.397
H -8.001 4.529 -4.346
H -7.672 4.362 -2.591
H -4.924 -0.668 -4.899
H -3.665 -0.250 -3.022
H -0.222 -1.744 -3.660
H 1.243 0.026 -4.789
H 1.626 2.295 -3.749
H 0.475 2.856 -1.484
H -1.054 1.072 -0.322
H -3.551 -1.581 1.444
H -3.890 -0.467 3.494
H -5.017 0.998 3.789
H -6.785 -0.551 4.025
H -6.485 -1.149 2.341
H -4.852 -2.010 4.885
H -6.285 -2.981 4.368
H -5.298 -3.768 2.510
H -4.267 -4.396 4.688
H -3.475 -4.976 3.098
H -1.579 -3.254 1.981
H 0.447 -1.794 2.702
H 0.675 -0.971 5.093
H -1.068 -1.639 6.934
H -3.195 -4.107 6.629
C 2.804 -2.660 -0.688
C 3.251 -3.124 -2.066
C 4.752 -2.973 -2.241
O 2.578 -2.361 -3.066
H 3.038 -1.601 -0.540
H 1.721 -2.764 -0.580
H 3.290 -3.239 0.101
H 2.967 -4.170 -2.211
H 5.050 -1.925 -2.146
H 5.057 -3.298 -3.239
H 5.299 -3.560 -1.500
H 2.822 -1.434 -2.947
C 6.822 1.767 -4.937
C 6.767 0.678 -3.877
C 7.990 -0.221 -3.944
O 5.588 -0.107 -4.061
H 6.844 1.331 -5.941
H 5.933 2.399 -4.885
H 7.706 2.396 -4.811
H 6.700 1.134 -2.886
H 8.052 -0.724 -4.914
H 7.933 -1.004 -3.185
H 8.907 0.349 -3.788
H 5.635 -0.515 -4.934
C 8.207 0.807 0.285
C 9.249 -0.040 -0.430
C 10.308 -0.546 0.538
O 9.872 0.735 -1.452
H 8.668 1.687 0.743
H 7.459 1.173 -0.423
H 7.699 0.234 1.064
H 8.762 -0.887 -0.918
H 10.839 0.288 1.004
H 11.055 -1.143 0.010
H 9.862 -1.159 1.325
H 10.307 1.488 -1.032
C 2.027 -2.871 8.820
C 2.550 -4.088 8.072
C 3.754 -3.734 7.213
O 1.517 -4.619 7.246
H 1.703 -2.095 8.120
H 1.156 -3.138 9.424
H 2.792 -2.451 9.476
H 2.825 -4.868 8.786
H 3.488 -2.986 6.460
H 4.113 -4.613 6.674
H 4.571 -3.340 7.822
H 1.265 -3.937 6.610
C 14.132 0.372 -2.269
C 13.535 1.760 -2.435
C 14.556 2.739 -2.993
O 13.067 2.231 -1.171
H 14.972 0.391 -1.568
H 13.391 -0.316 -1.857
H 14.484 -0.024 -3.224
H 12.671 1.711 -3.101
H 15.411 2.838 -2.317
H 14.118 3.734 -3.097
H 14.921 2.414 -3.970
H 13.821 2.279 -0.572
C -6.439 -6.320 -1.953
C -6.996 -4.915 -2.121
C -5.939 -3.961 -2.652
O -7.476 -4.440 -0.864
H -5.612 -6.328 -1.236
H -7.205 -6.992 -1.561
H -6.079 -6.718 -2.904
H -7.849 -4.937 -2.804
H -5.095 -3.889 -1.959
H -6.349 -2.954 -2.757
H -5.564 -4.288 -3.625
H -6.730 -4.417 -0.252
C -0.468 6.962 4.504
C 0.637 7.891 4.027
C 0.067 9.175 3.444
O 1.423 7.227 3.039
H -1.118 6.674 3.674
H -0.046 6.040 4.910
H -1.078 7.437 5.276
H 1.301 8.130 4.861
H -0.566 8.961 2.578
H 0.871 9.827 3.096
H -0.526 9.716 4.184
H 0.846 7.011 2.297
*
```

Output
Highest occupied orbital energy   -7.963 eV
HOMO-LUMO gap   7.39 eV

Löwdin population analysis, charges in e, atoms 1 to 5: atom 1 (C): -0.0622, atom 2 (C): -0.2183, atom 3 (O): -0.0046, atom 4 (B): -0.5526, atom 5 (O): 0.1638

---

Entry 2:
# C4H6CoO7

A structure of composition C4H6CoO7 in a non-equilibrium geometry (ωB97M-V with the def2-TZVPD basis set, the OMol25 dataset).

The geometry in ORCA input format:
```
! RIJCOSX wB97M-V def2-TZVPD def2/J DEFGRID3
* xyz 3 5
O 1.045 1.678 0.008
C 0.121 0.894 0.629
C 0.694 -0.454 1.070
O 1.287 -0.230 2.366
C 0.715 0.763 2.965
O 0.058 1.569 2.255
O 0.709 0.721 4.245
H 0.654 2.498 -0.321
H -0.938 1.132 0.501
H 1.499 -0.793 0.412
H -0.082 -1.216 1.178
H -0.106 0.336 4.606
O 1.252 0.283 -2.756
C 0.115 -0.296 -2.512
O -0.526 -0.121 -1.402
O -0.343 -1.144 -3.316
Co -1.953 -1.167 -2.244
H 1.569 0.759 -1.959
*
```

Output
Highest occupied orbital energy (spin up / spin down)   -23.279 / -23.698 eV
HOMO-LUMO gap (spin up / spin down)   10.09 / 4.05 eV

Löwdin population analysis, charges in e, atoms 1 to 5: atom 1 (O): 0.2412, atom 2 (C): -0.0608, atom 3 (C): 0.0400, atom 4 (O): 0.2577, atom 5 (C): -0.4020

---

Entry 3:
# C48H65BrF2N6O3PbSi

A structure of composition C48H65BrF2N6O3PbSi (ωB97M-V with the def2-TZVPD basis set, the OMol25 dataset).

The geometry in ORCA input format:
```
! RIJCOSX wB97M-V def2-TZVPD def2/J DEFGRID3
* xyz 2 1
Pb 0.401 -0.547 -0.839
F 3.630 -3.978 -3.557
C 3.533 -3.093 -2.570
C 2.302 -2.508 -2.312
C 2.228 -1.588 -1.291
C 3.328 -1.215 -0.504
C 4.526 -1.850 -0.822
F 5.641 -1.565 -0.141
C 4.654 -2.780 -1.836
C 3.196 -0.167 0.551
C 4.218 0.274 1.387
C 3.961 1.295 2.287
C 2.699 1.870 2.354
C 1.727 1.378 1.512
N 1.980 0.385 0.651
H 1.461 -2.763 -2.943
H 5.614 -3.229 -2.047
H 5.202 -0.158 1.335
H 4.755 1.643 2.934
H 2.470 2.668 3.046
H 0.715 1.764 1.525
C -0.759 5.772 -0.129
O -0.143 5.000 -1.157
C -0.270 5.442 -2.436
C -0.923 6.613 -2.803
C -0.958 7.002 -4.136
C -0.350 6.233 -5.117
C 0.277 5.052 -4.757
C 0.309 4.645 -3.431
N 1.007 3.447 -3.090
C 0.483 2.354 -2.496
N -0.861 2.381 -2.320
C -1.722 1.621 -1.534
C -1.470 0.458 -0.804
C -2.488 -0.155 -0.063
C -3.757 0.381 -0.024
C -4.022 1.546 -0.735
C -3.031 2.146 -1.477
O -3.254 3.329 -2.129
C -4.065 3.214 -3.315
N 1.196 1.299 -2.186
C 2.604 1.346 -2.433
C 3.434 2.085 -1.582
C 4.809 2.040 -1.692
C 5.386 1.232 -2.670
C 4.582 0.523 -3.540
C 3.190 0.587 -3.452
O 2.531 -0.154 -4.388
C 1.313 0.299 -4.965
H -0.549 5.253 0.801
H -1.839 5.829 -0.281
H -0.337 6.777 -0.087
H -1.379 7.241 -2.053
H -1.462 7.921 -4.403
H -0.367 6.545 -6.151
H 0.751 4.430 -5.508
H 1.963 3.362 -3.404
H -1.322 3.223 -2.646
H -2.283 -1.041 0.521
H -4.531 -0.087 0.569
H -5.001 2.007 -0.703
H -5.077 2.907 -3.055
H -3.626 2.492 -4.006
H -4.084 4.199 -3.770
H 2.964 2.677 -0.803
H 5.428 2.623 -1.022
H 6.462 1.177 -2.769
H 5.005 -0.082 -4.331
H 1.208 -0.247 -5.899
H 1.353 1.369 -5.180
H 0.448 0.097 -4.332
N -0.959 -2.750 -1.389
C -0.503 -4.087 -0.926
C -0.400 -4.187 0.587
C 0.619 -3.271 1.253
N 0.153 -1.861 1.286
H -1.878 -2.563 -0.996
H -1.111 -2.788 -2.395
H 0.470 -4.288 -1.372
H -1.191 -4.857 -1.282
H -0.119 -5.216 0.817
H -1.385 -4.033 1.046
H 1.569 -3.314 0.718
H 0.798 -3.614 2.273
H 0.683 -1.330 1.971
H -0.798 -1.838 1.646
C -4.303 -1.224 4.792
C -4.018 0.255 5.089
C -4.612 1.058 3.920
C -4.777 0.645 6.375
Si -2.149 0.558 5.339
Br -1.306 0.447 3.169
C -1.212 -0.856 6.227
C -1.922 -1.183 7.558
C 0.238 -0.456 6.535
C -1.128 -2.149 5.399
C -1.678 2.318 5.913
C -2.603 3.374 5.293
C -1.818 2.405 7.447
C -0.244 2.715 5.528
H -5.372 -1.340 4.590
H -4.063 -1.875 5.632
H -3.758 -1.577 3.912
H -5.669 0.789 3.825
H -4.119 0.825 2.975
H -4.565 2.132 4.069
H -5.840 0.420 6.248
H -4.697 1.711 6.594
H -4.431 0.095 7.251
H -2.036 -0.308 8.200
H -1.328 -1.917 8.111
H -2.908 -1.618 7.402
H 0.310 0.365 7.246
H 0.784 -0.179 5.629
H 0.750 -1.314 6.980
H -2.098 -2.545 5.109
H -0.630 -2.911 6.005
H -0.533 -2.004 4.495
H -3.633 3.280 5.633
H -2.592 3.340 4.201
H -2.252 4.366 5.598
H -2.825 2.157 7.788
H -1.611 3.430 7.768
H -1.117 1.755 7.970
H -0.120 2.761 4.445
H 0.512 2.045 5.931
H -0.046 3.713 5.930
*
```

Output
Highest occupied orbital energy   -12.882 eV
HOMO-LUMO gap   7.85 eV
ΔE to the lowest compared entry with this formula, charge and spin   0.00 kcal/mol

Löwdin population analysis, charges in e, atoms 1 to 5: atom 1 (Pb): 1.5411, atom 2 (F): 0.1190, atom 3 (C): -0.2486, atom 4 (C): -0.0473, atom 5 (C): -0.2358

---

Entry 4:
# CH3NO2

An isolated molecule of CH3NO2 in a non-equilibrium geometry (ωB97M-V with the def2-TZVPD basis set, the OMol25 dataset).

The geometry in ORCA input format:
```
! RIJCOSX wB97M-V def2-TZVPD def2/J DEFGRID3
* xyz 0 1
C -0.708 0.527 0.028
N 0.453 -0.166 -0.445
O 2.046 -1.590 -0.075
O 1.055 -0.942 0.316
H -1.470 -0.033 -0.564
H -0.779 0.697 1.077
H -0.596 1.508 -0.337
*
```

Output
Highest occupied orbital energy (spin up / spin down)   -10.241 / -10.175 eV
HOMO-LUMO gap (spin up / spin down)   9.69 / 9.60 eV
ΔE to the lowest compared entry with this formula, charge and spin   176.49 kcal/mol

Löwdin population analysis, charges in e, atoms 1 to 5: atom 1 (C): -0.0656, atom 2 (N): 0.0052, atom 3 (O): -0.0660, atom 4 (O): -0.1333, atom 5 (H): 0.1149